(1)
The following is a quantum chemistry calculation of a 2-piece molecular cluster, C7H7N4O overall in a non-equilibrium geometry, from the Open Molecules 2025 dataset.

The value obtained for the HOMO-LUMO gap (spin up / spin down) is 6.457 / 6.168 eV. As for the relative energy (zero: lowest compared OMol25 entry of this formula, charge and spin): 24.5 kcal per mole. For the HOMO energy (spin up / spin down), the calculation gives -0.147 / -0.149 Eh. The total energy is -564.999331 a.u. The lowest unoccupied orbital energy (spin up / spin down) comes out at 2.446 / 2.106 eV. The largest force on an atom comes out at 2.83 eV/Å.

```
! RIJCOSX wB97M-V def2-TZVPD def2/J DEFGRID3
* xyz -1 1
C 3.483 -0.458 -0.068
C 0.819 -1.545 -0.374
C -0.411 -1.749 -0.182
C -1.799 -1.388 -0.374
C 2.372 -0.252 -0.896
C -2.280 -0.615 0.906
C 1.718 1.069 -1.134
N 3.943 -1.694 0.195
N 4.482 0.455 0.352
N 5.112 -1.609 0.629
N 5.498 -0.268 0.630
O -2.538 -1.777 -1.254
H 1.665 -2.096 -0.122
H -1.309 -0.182 1.227
H -2.570 -1.389 1.554
H -3.134 0.067 0.648
H 2.161 1.756 -1.974
H 1.629 1.678 -0.195
H 0.763 0.785 -1.572
*
```

(2)
The following is a quantum chemistry calculation of C7H7NO as an isolated structure in a non-equilibrium geometry, from the Open Molecules 2025 dataset.

The value obtained for the HOMO-LUMO gap is 7.587 eV. As for the relative energy (zero: lowest compared OMol25 entry of this formula, charge and spin): 201.2 kcal per mole. For the HOMO energy, the calculation gives -0.276 Eh. The total energy is -400.590201 a.u. The lowest unoccupied orbital energy comes out at 0.078 eV. The largest force on an atom comes out at 4.97 eV/Å.

```
! RIJCOSX wB97M-V def2-TZVPD def2/J DEFGRID3
* xyz 0 1
C -2.028 0.404 -0.854
C -2.572 0.065 0.282
C -0.505 -1.650 -1.082
C -1.063 -1.991 0.091
C -0.656 -0.228 -0.887
C -1.361 -0.719 0.711
C 2.361 1.228 0.456
N 0.145 0.594 -0.297
O 1.454 0.288 -0.069
H -2.528 0.948 -1.697
H -3.484 0.181 0.825
H -0.168 -2.261 -1.915
H -1.330 -2.972 0.519
H 2.740 0.825 1.491
H 1.937 2.357 0.620
H 3.215 1.221 -0.126
*
```

(3)
The following is a quantum chemistry calculation of C7H7NO in the gas phase in a non-equilibrium geometry, from the Open Molecules 2025 dataset.

The value obtained for the HOMO-LUMO gap is 8.846 eV. As for the relative energy (zero: lowest compared OMol25 entry of this formula, charge and spin): 66.9 kcal per mole. For the HOMO energy, the calculation gives -0.333 Eh. The total energy is -400.804222 a.u. The lowest unoccupied orbital energy comes out at -0.209 eV. The SMILES is C/C(C#N)=C/C=C\C=O. The largest force on an atom comes out at 3.95 eV/Å.

```
! RIJCOSX wB97M-V def2-TZVPD def2/J DEFGRID3
* xyz 0 1
C -0.281 1.517 -0.559
C 1.336 -0.156 1.139
C 0.287 0.106 2.000
C 1.157 -0.393 -0.257
C -1.055 -0.193 1.629
C 0.066 0.122 -0.859
C -0.514 -0.298 -2.182
N -0.531 2.633 -0.418
O -1.496 -0.066 0.504
H 2.360 -0.401 1.342
H 0.313 0.104 3.131
H 1.633 -1.216 -0.726
H -1.598 -0.701 2.395
H -0.134 0.406 -2.930
H -1.499 -0.280 -1.906
H -0.043 -1.185 -2.301
*
```

(4)
The following is a quantum chemistry calculation of C7H7NO in the gas phase in a non-equilibrium geometry, from the Open Molecules 2025 dataset.

The value obtained for the HOMO-LUMO gap (spin up / spin down) is 7.268 / 7.267 eV. As for the relative energy (zero: lowest compared OMol25 entry of this formula, charge and spin): 146.4 kcal per mole. For the HOMO energy (spin up / spin down), the calculation gives -0.297 / -0.297 Eh. The total energy is -400.677415 a.u. The lowest unoccupied orbital energy (spin up / spin down) comes out at -0.810 / -0.820 eV. The largest force on an atom comes out at 3.80 eV/Å.

```
! RIJCOSX wB97M-V def2-TZVPD def2/J DEFGRID3
* xyz 0 1
C 0.665 1.836 1.056
C -0.540 1.357 1.273
C 0.614 1.144 -1.247
C -1.281 0.354 -0.843
C 1.345 1.943 -0.299
C 0.034 -0.103 -1.455
C 0.533 -1.402 -0.851
N -1.490 0.867 0.344
O 2.398 2.548 -0.463
H 1.228 2.054 1.891
H -1.006 1.355 2.212
H -0.169 -0.339 -2.666
H 1.045 -1.885 -1.692
H -0.329 -2.055 -0.762
H 1.217 -1.231 -0.004
H -2.442 1.056 0.674
*
```

(5)
The following is a quantum chemistry calculation of C7H7NO in the gas phase in a non-equilibrium geometry, from the Open Molecules 2025 dataset.

The value obtained for the HOMO-LUMO gap is 9.912 eV. As for the relative energy (zero: lowest compared OMol25 entry of this formula, charge and spin): 53.4 kcal per mole. For the HOMO energy, the calculation gives -0.340 Eh. The total energy is -400.825696 a.u. The lowest unoccupied orbital energy comes out at 0.666 eV. The SMILES is CC(=O)c1ccccn1. The largest force on an atom comes out at 13.93 eV/Å.

```
! RIJCOSX wB97M-V def2-TZVPD def2/J DEFGRID3
* xyz 0 1
C -2.580 -0.764 0.500
C -1.764 0.281 -0.276
C -0.190 0.200 -0.188
C 0.540 1.354 0.149
C 1.909 1.112 0.184
C 2.482 -0.033 -0.169
C 1.613 -1.127 -0.459
H -2.364 -0.566 1.486
H -2.340 -1.745 0.280
H -3.440 -0.858 0.364
H -0.123 2.248 0.171
H 2.409 1.943 0.368
H 3.657 -0.204 -0.077
H 2.207 -2.040 -0.832
N 0.265 -0.931 -0.548
O -2.281 1.132 -0.955
*
```

(6)
The following is a quantum chemistry calculation of C7H7NO in the gas phase in a non-equilibrium geometry, from the Open Molecules 2025 dataset.

The value obtained for the HOMO-LUMO gap is 8.610 eV. As for the relative energy (zero: lowest compared OMol25 entry of this formula, charge and spin): 53.4 kcal per mole. For the HOMO energy, the calculation gives -0.287 Eh. The total energy is -400.825665 a.u. The lowest unoccupied orbital energy comes out at 0.803 eV. The SMILES is O[C@@H]1Nc2ccccc21. The largest force on an atom comes out at 6.61 eV/Å.

```
! RIJCOSX wB97M-V def2-TZVPD def2/J DEFGRID3
* xyz 0 1
C 1.854 1.016 0.065
C 2.137 -0.312 0.186
C 0.536 1.559 -0.106
C 1.183 -1.379 0.149
C -0.476 0.707 -0.206
C -0.092 -1.032 -0.040
C -1.873 0.139 -0.386
N -1.449 -1.240 -0.113
O -2.870 0.577 0.470
H 2.673 1.723 0.083
H 3.172 -0.595 0.324
H 0.422 2.634 -0.172
H 1.534 -2.395 0.270
H -2.252 0.291 -1.407
H -1.903 -2.060 -0.489
H -2.596 0.367 1.373
*
```

(7)
The following is a quantum chemistry calculation of C7H7NO in the gas phase in a non-equilibrium geometry, from the Open Molecules 2025 dataset.

The value obtained for the HOMO-LUMO gap (spin up / spin down) is 7.733 / 7.732 eV. As for the relative energy (zero: lowest compared OMol25 entry of this formula, charge and spin): 59.1 kcal per mole. For the HOMO energy (spin up / spin down), the calculation gives -0.322 / -0.322 Eh. The total energy is -400.816559 a.u. The lowest unoccupied orbital energy (spin up / spin down) comes out at -1.029 / -1.030 eV. The SMILES is C/C(C#N)=C/C=C\C=O. The largest force on an atom comes out at 4.37 eV/Å.

```
! RIJCOSX wB97M-V def2-TZVPD def2/J DEFGRID3
* xyz 0 1
C 0.859 -1.257 -0.328
C -1.329 0.450 -1.135
C -2.096 -0.384 -0.295
C -0.020 0.906 -0.842
C -1.655 -0.676 0.995
C 0.836 0.151 -0.081
C 2.227 0.584 0.571
N 0.960 -2.361 -0.565
O -0.508 -0.497 1.543
H -1.753 0.956 -2.048
H -2.994 -0.788 -0.605
H 0.253 1.894 -1.203
H -2.360 -1.101 1.755
H 2.097 1.590 0.979
H 3.092 0.641 -0.187
H 2.393 -0.109 1.446
*
```

(8)
The following is a quantum chemistry calculation of C7H7NO2S2 in the gas phase in a non-equilibrium geometry, from the Open Molecules 2025 dataset.

The value obtained for the HOMO-LUMO gap is 7.799 eV. As for the relative energy (zero: lowest compared OMol25 entry of this formula, charge and spin): 50.0 kcal per mole. For the HOMO energy, the calculation gives -0.280 Eh. The total energy is -1272.443153 a.u. The lowest unoccupied orbital energy comes out at 0.169 eV. The SMILES is CN1C=Cc2sccc2S1(=O)=O. The largest force on an atom comes out at 4.65 eV/Å.

```
! RIJCOSX wB97M-V def2-TZVPD def2/J DEFGRID3
* xyz 0 1
C 2.296 1.311 0.052
C 3.384 0.511 0.092
C 1.135 0.545 -0.004
C 1.343 -0.809 -0.228
C 0.339 -1.812 -0.378
C -1.036 -1.582 -0.294
C -2.928 -0.103 0.351
N -1.549 -0.368 0.053
O -0.973 1.791 -1.417
O -0.653 2.107 1.055
S 3.013 -1.150 -0.101
S -0.448 1.318 -0.158
H 2.391 2.301 0.310
H 4.383 0.893 0.435
H 0.804 -2.811 -0.466
H -1.880 -2.248 -0.510
H -3.207 0.567 -0.544
H -3.336 -1.036 0.504
H -3.077 0.575 1.247
*
```